[1]
{"formula": "C20H59ClGaNO9P3S6", "method": "ωB97M-V with the def2-TZVPD basis set", "symbols": ["C", "C", "C", "C", "C", "Ga", "C", "C", "C", "Cl", "P", "P", "O", "O", "O", "P", "N", "H", "H", "H", "H", "H", "H", "H", "H", "H", "H", "H", "H", "H", "H", "H", "H", "H", "H", "H", "H", "H", "H", "H", "C", "S", "O", "C", "H", "H", "H", "H", "H", "H", "C", "S", "O", "C", "H", "H", "H", "H", "H", "H", "C", "S", "O", "C", "H", "H", "H", "H", "H", "H", "C", "S", "O", "C", "H", "H", "H", "H", "H", "H", "C", "S", "O", "C", "H", "H", "H", "H", "H", "H", "C", "S", "O", "C", "H", "H", "H", "H", "H", "H"], "xyz": [[0.129, 2.288, 1.071], [0.818, 1.023, 0.538], [2.300, 1.030, 0.906], [0.536, 0.732, -0.947], [1.521, 1.315, -1.978], [1.308, 0.207, -3.704], [1.602, -1.742, -3.238], [2.890, -1.861, -2.401], [4.134, -1.887, -3.270], [5.429, -2.894, -2.480], [-0.903, 0.663, -4.451], [-0.719, 2.549, -5.493], [-2.014, 3.249, -5.476], [0.406, 3.411, -4.675], [-0.160, 2.399, -7.020], [2.827, 0.817, -5.424], [2.606, -0.138, -6.709], [0.733, 3.180, 0.949], [-0.881, 2.395, 0.688], [0.021, 2.116, 2.146], [0.358, 0.205, 1.104], [2.484, 0.600, 1.889], [2.708, 2.034, 0.862], [2.836, 0.391, 0.209], [0.487, -0.346, -1.092], [-0.451, 1.107, -1.216], [2.566, 1.208, -1.693], [1.332, 2.362, -2.209], [1.741, -2.385, -4.103], [0.765, -2.047, -2.622], [2.866, -2.804, -1.856], [2.959, -1.076, -1.651], [3.941, -2.325, -4.239], [4.580, -0.907, -3.368], [-1.228, -0.288, -5.445], [1.084, 3.742, -5.283], [0.557, 3.028, -7.209], [2.610, 2.182, -5.796], [4.199, 0.698, -5.024], [2.337, 0.409, -7.519], [-1.660, -2.042, 0.792], [-2.071, -2.729, -0.818], [-1.181, -2.050, -1.800], [-3.681, -1.926, -0.956], [-0.659, -2.380, 1.053], [-1.677, -0.953, 0.738], [-2.371, -2.401, 1.536], [-3.563, -0.843, -0.893], [-4.334, -2.288, -0.160], [-4.103, -2.191, -1.924], [-4.243, 4.998, -0.970], [-2.747, 4.015, -1.179], [-1.784, 4.463, -0.134], [-2.240, 4.766, -2.720], [-4.703, 4.713, -0.025], [-3.985, 6.057, -0.949], [-4.929, 4.787, -1.790], [-2.109, 5.842, -2.588], [-2.983, 4.562, -3.489], [-1.296, 4.314, -3.011], [4.790, 5.682, -0.477], [3.215, 5.362, 0.334], [3.360, 4.079, 1.068], [2.292, 4.993, -1.164], [5.528, 5.890, 0.295], [5.092, 4.805, -1.048], [4.691, 6.549, -1.131], [2.759, 4.158, -1.686], [2.266, 5.880, -1.800], [1.279, 4.719, -0.874], [-3.331, -6.003, 2.805], [-1.731, -5.482, 2.150], [-1.915, -5.252, 0.689], [-0.935, -7.082, 2.338], [-4.010, -5.155, 2.739], [-3.722, -6.832, 2.214], [-3.217, -6.301, 3.848], [-1.491, -7.832, 1.775], [-0.891, -7.344, 3.393], [0.075, -6.996, 1.945], [1.498, -4.338, 6.525], [0.210, -5.283, 5.700], [0.415, -5.110, 4.239], [-1.146, -4.194, 6.161], [2.450, -4.823, 6.322], [1.511, -3.322, 6.132], [1.311, -4.332, 7.599], [-0.951, -3.187, 5.791], [-1.254, -4.190, 7.246], [-2.056, -4.580, 5.706], [-2.547, 0.438, 3.507], [-1.173, -0.118, 4.521], [-1.229, -1.606, 4.573], [-1.833, 0.481, 6.085], [-2.351, 0.127, 2.483], [-3.473, -0.017, 3.862], [-2.610, 1.525, 3.549], [-2.804, 0.023, 6.274], [-1.925, 1.567, 6.045], [-1.135, 0.202, 6.871]], "total_charge": -1, "e_lumo_ev": 1.648, "homo_energy_ev": -3.999}

***

[2]
{"formula": "C3H7IN3", "method": "ωB97M-V with the def2-TZVPD basis set", "symbols": ["C", "C", "C", "N", "N", "N", "I", "H", "H", "H", "H", "H", "H", "H"], "xyz": [[0.044, -0.062, -0.350], [-3.042, -3.013, 0.168], [1.140, 2.039, 0.264], [-2.684, -1.957, -0.085], [1.122, 0.598, -0.134], [2.360, 0.079, -0.372], [-1.779, 0.953, -0.109], [-2.440, -0.703, 0.102], [-3.530, -4.002, 0.055], [0.453, 2.031, 1.108], [2.172, 2.068, 0.522], [0.708, 2.455, -0.665], [3.123, 0.347, 0.220], [2.353, -0.832, -0.725]], "total_charge": 1, "e_lumo_ev": -3.604, "de_lowest_ev": 5.308, "homo_energy_ev": -12.468}

***

[3]
{"formula": "C2H4N2OS2", "method": "ωB97M-V with the def2-TZVPD basis set", "symbols": ["C", "C", "H", "H", "H", "H", "N", "N", "O", "S", "S"], "xyz": [[-0.488, 0.113, -0.155], [2.027, 0.263, 0.305], [-2.089, -1.332, -0.239], [-2.059, 1.208, 0.312], [2.975, 0.773, 0.079], [2.018, 0.078, 1.425], [-1.810, 0.414, -0.334], [-0.032, -1.035, -0.210], [-2.795, -0.647, -0.170], [1.549, -1.295, -0.499], [0.703, 1.460, -0.512]], "total_charge": 0, "e_lumo_ev": 0.301, "de_lowest_ev": 3.131, "homo_energy_ev": -8.509}

***

[4]
{"formula": "C2HN3O3", "method": "ωB97M-V with the def2-TZVPD basis set", "symbols": ["C", "C", "H", "N", "N", "N", "O", "O", "O"], "xyz": [[-0.508, 0.749, 0.020], [-0.779, -0.604, 0.015], [2.459, -1.354, 0.536], [0.789, 1.475, -0.258], [1.870, 0.667, -0.120], [1.586, -0.721, 0.114], [-1.547, 1.481, 0.291], [0.385, -1.542, 0.100], [-1.896, -1.121, -0.253]], "total_charge": 0, "e_lumo_ev": -2.146, "de_lowest_ev": 7.843, "homo_energy_ev": -10.499}

***

[5]
{"formula": "C9H20NSi", "method": "ωB97M-V with the def2-TZVPD basis set", "symbols": ["C", "C", "C", "C", "C", "C", "C", "C", "C", "N", "Si", "H", "H", "H", "H", "H", "H", "H", "H", "H", "H", "H", "H", "H", "H", "H", "H", "H", "H", "H", "H"], "xyz": [[0.608, 0.783, -0.275], [1.800, 0.671, -0.627], [0.861, -2.383, 0.469], [-1.981, 1.367, -2.115], [-1.828, 1.526, 2.291], [-0.460, -2.105, -0.203], [-2.324, 0.044, -1.330], [-1.436, 0.087, 1.924], [3.042, 0.700, -1.087], [4.072, 0.076, -0.201], [-1.061, -0.244, 0.044], [0.197, 1.665, 0.097], [1.002, -3.439, 0.734], [1.680, -2.092, -0.137], [1.098, -1.778, 1.470], [-0.866, 1.363, -2.230], [-2.548, 1.289, -3.021], [-2.092, 2.260, -1.338], [-2.741, 1.934, 1.769], [-2.037, 1.748, 3.370], [-1.089, 2.122, 1.938], [-1.190, -2.894, 0.081], [-0.279, -2.243, -1.259], [-2.432, -0.742, -2.142], [-3.351, 0.226, -0.874], [-2.258, -0.614, 1.990], [-0.718, -0.199, 2.655], [3.378, 1.132, -1.978], [3.633, -0.241, 0.697], [4.569, -0.811, -0.580], [4.749, 0.792, -0.131]], "total_charge": 1, "e_lumo_ev": [-3.261, -6.821], "de_lowest_ev": 0.049, "homo_energy_ev": [-9.172, -12.826], "spin_multiplicity": 3}

***

[6]
{"formula": "C34H36GeN3O2SSeTi", "method": "ωB97M-V with the def2-TZVPD basis set", "symbols": ["Ti", "O", "C", "C", "C", "C", "C", "C", "C", "N", "C", "C", "N", "C", "C", "C", "C", "C", "C", "C", "O", "H", "H", "H", "H", "H", "H", "H", "H", "H", "H", "H", "H", "H", "H", "S", "C", "C", "C", "C", "C", "C", "N", "C", "C", "C", "C", "C", "C", "C", "H", "H", "H", "H", "H", "H", "H", "H", "C", "Ge", "C", "C", "C", "Se", "C", "H", "H", "H", "H", "H", "H", "H", "H", "H", "H", "H", "H", "H", "H"], "xyz": [[-0.770, 0.817, 0.716], [-0.478, -0.220, -0.710], [-1.447, -0.601, -1.504], [-1.229, -0.723, -2.878], [-2.163, -1.296, -3.728], [-3.381, -1.739, -3.222], [-3.668, -1.562, -1.889], [-2.744, -0.967, -0.993], [-3.134, -0.717, 0.331], [-2.392, -0.107, 1.262], [-3.093, 0.481, 2.374], [-2.633, 1.949, 2.395], [-1.187, 1.833, 2.493], [-0.242, 2.610, 1.658], [-0.842, 3.724, 0.895], [-0.699, 5.082, 1.135], [-1.298, 6.014, 0.296], [-2.028, 5.583, -0.802], [-2.160, 4.234, -1.082], [-1.573, 3.285, -0.241], [-1.645, 1.997, -0.460], [-0.279, -0.372, -3.257], [-1.933, -1.404, -4.781], [-4.108, -2.197, -3.882], [-4.628, -1.869, -1.489], [-4.164, -0.979, 0.602], [-2.781, 0.009, 3.321], [-4.187, 0.394, 2.269], [-3.092, 2.508, 3.224], [-2.921, 2.419, 1.451], [0.606, 2.930, 2.289], [-0.118, 5.417, 1.986], [-1.214, 7.072, 0.509], [-2.498, 6.306, -1.459], [-2.698, 3.881, -1.953], [1.907, -1.517, 3.594], [2.705, -1.185, 2.075], [3.961, -1.577, 1.669], [4.435, -1.107, 0.452], [3.659, -0.256, -0.329], [2.392, 0.126, 0.061], [1.890, -0.344, 1.282], [0.715, 0.022, 1.839], [0.617, -0.356, 3.130], [-0.042, 0.373, 4.134], [0.127, 0.034, 5.500], [-0.290, 0.868, 6.507], [-0.910, 2.078, 6.203], [-1.164, 2.388, 4.871], [-0.787, 1.554, 3.836], [4.566, -2.215, 2.296], [5.423, -1.395, 0.123], [4.074, 0.123, -1.252], [1.770, 0.793, -0.536], [0.638, -0.891, 5.728], [-0.110, 0.593, 7.538], [-1.212, 2.762, 6.985], [-1.675, 3.315, 4.645], [2.710, -3.692, -5.512], [2.482, -2.557, -3.872], [4.115, -2.815, -2.780], [2.316, -0.657, -4.437], [0.927, -3.226, -2.796], [1.199, -2.792, -0.894], [-0.488, -3.415, -0.150], [3.505, -3.288, -6.135], [1.802, -3.743, -6.106], [2.990, -4.703, -5.225], [5.000, -2.404, -3.261], [4.275, -3.876, -2.608], [3.982, -2.343, -1.810], [3.224, -0.347, -4.950], [2.173, -0.017, -3.571], [1.478, -0.512, -5.113], [0.836, -4.310, -2.896], [-0.010, -2.756, -3.099], [-0.483, -4.498, -0.022], [-1.299, -3.100, -0.802], [-0.598, -2.925, 0.817]], "total_charge": -1, "e_lumo_ev": [2.598, 2.566], "de_lowest_ev": 1.886, "homo_energy_ev": [-2.620, -4.732], "spin_multiplicity": 3}

***

Calculated total energy per entry: -7327.41101; -580.01399; -1059.62820; -466.57961; -698.65800; -7358.06595 hartree